Below is a structure of composition C12H28Cs3N4O8S at a distorted geometry, with properties calculated with wB97M-V/def2-TZVPD.

Output
Total charge: +1
Kohn-Sham gap, eV: 7.58
Maximum force, Eh/bohr: 0.0695
Total energy, hartree: -1753.59468

Each line ends with the Mulliken charge.
CARTESIAN COORDINATES (ANGSTROEM)
Cs (-2.90840, -3.80485, 0.74341)  1.0254
Cs (-3.82410, -0.80304, -2.14669)  1.1355
Cs (2.27254, 1.08163, 1.13364)  1.1097
S (-0.50104, -1.06864, 0.57566)  0.9184
O (-1.85806, -1.08567, 0.04653)  -0.9457
O (0.41421, -0.41646, -0.31966)  -0.9117
O (-0.60067, -0.23897, 1.78636)  -0.7303
O (-0.13287, -2.43386, 0.92763)  -0.9262
C (2.26876, -5.91492, 0.81708)  -1.0076
C (2.93820, -4.86110, -0.03809)  0.7167
O (4.13921, -4.99075, -0.39254)  -0.6752
N (2.22039, -3.79698, -0.37045)  0.1211
C (2.74405, -2.82407, -1.22419)  -0.9804
H (1.98938, -6.82319, 0.28313)  0.2439
H (1.41778, -5.59414, 1.41795)  0.2601
H (3.04922, -6.30868, 1.46818)  0.3321
H (1.36128, -3.65737, 0.14196)  0.2913
H (3.77964, -2.56045, -1.00938)  0.3431
H (2.19111, -1.89287, -1.10079)  0.2870
H (2.68695, -3.18424, -2.25138)  0.2487
C (-2.52567, 4.40389, -2.96263)  -1.2970
C (-2.48695, 3.19986, -2.09374)  0.5724
O (-3.00093, 2.10102, -2.33731)  -0.5793
N (-1.75091, 3.40449, -1.00660)  -0.1287
C (-1.37495, 2.37175, 0.00545)  -0.4129
H (-2.58686, 4.14489, -4.01964)  0.3257
H (-1.64358, 5.03785, -2.87261)  0.4222
H (-3.44030, 4.91157, -2.65635)  0.3628
H (-1.30601, 4.31078, -0.97838)  0.2178
H (-1.39204, 2.80243, 1.00660)  0.3787
H (-0.38910, 1.95323, -0.19715)  -0.2345
H (-2.18315, 1.64264, 0.06289)  0.1542
C (0.78006, 2.85477, 5.60752)  -1.2922
C (0.36930, 2.41366, 4.19861)  0.7279
O (0.89349, 3.00633, 3.24464)  -0.6882
N (-0.48670, 1.39149, 4.00271)  0.0931
C (-1.19352, 0.54336, 4.93423)  -0.9589
H (1.57356, 3.60200, 5.61850)  0.3192
H (1.19419, 2.04279, 6.20525)  0.3460
H (-0.03511, 3.27195, 6.19876)  0.3404
H (-0.49423, 0.97242, 3.08379)  0.4121
H (-0.81501, 0.42038, 5.94898)  0.3494
H (-1.20931, -0.44876, 4.48307)  0.2581
H (-2.23823, 0.85424, 4.92722)  0.3043
C (0.58260, 1.83305, -3.24716)  -0.3574
C (0.25392, 0.50429, -3.89560)  0.9106
O (0.11454, 0.41895, -5.08781)  -0.7159
N (0.12146, -0.47919, -3.04158)  0.2284
C (-0.22165, -1.81072, -3.46449)  -0.8982
H (1.65589, 2.00807, -3.32136)  0.3530
H (0.28413, 1.84628, -2.19890)  -0.3199
H (0.00090, 2.58812, -3.77592)  0.2383
H (0.29765, -0.42216, -2.04871)  -0.0332
H (-1.08136, -2.23751, -2.94791)  0.1339
H (0.56557, -2.55469, -3.34259)  0.1745
H (-0.47926, -1.72488, -4.52013)  0.4374

***

Below is a cluster of 4 separate species, C21H41Cl5N2O2 in total at a distorted geometry, with properties calculated with wB97M-V/def2-TZVPD.

Output
Expectation value of S²: 2.0105
Kohn-Sham gap (alpha / beta), eV: 8.71 / 9.00
Maximum force, Eh/bohr: 0.1168
Multiplicity: 3
Total energy, hartree: -3385.43811

Each line ends with the Löwdin spin population.
CARTESIAN COORDINATES (ANGSTROEM)
C (3.82346, 0.18224, -0.44688)  0.0048
C (4.57098, 1.40698, -0.92131)  0.0222
C (3.52258, 2.50012, -1.23115)  0.0002
C (4.03198, 3.85640, -1.40176)  0.0001
C (4.61457, 4.32391, -0.06947)  0.0000
C (5.80971, 3.44073, 0.32099)  0.0153
N (5.50294, 1.93224, 0.12559)  0.3851
O (6.46085, 1.05910, 0.64847)  0.5366
C (7.04198, 3.89428, -0.43971)  0.0124
C (6.02163, 3.81813, 1.78452)  0.0035
C (5.33658, 1.02061, -2.22481)  0.0162
H (4.24505, -0.78136, -0.73296)  0.0000
H (2.76192, 0.19075, -0.69421)  0.0000
H (3.76047, 0.14427, 0.64063)  -0.0005
H (3.09888, 2.19384, -2.18759)  -0.0005
H (2.74515, 2.46370, -0.46802)  0.0004
H (3.36596, 4.63264, -1.77858)  0.0001
H (4.81114, 3.85601, -2.16400)  0.0001
H (3.79299, 4.20158, 0.63633)  0.0004
H (4.83698, 5.38997, -0.11567)  -0.0005
H (7.90450, 3.32825, -0.08789)  0.0010
H (7.01496, 3.57582, -1.48180)  -0.0001
H (7.19020, 4.96560, -0.30406)  0.0012
H (6.70372, 3.12156, 2.27202)  -0.0007
H (6.33321, 4.85517, 1.90936)  -0.0001
H (5.14808, 3.61806, 2.40496)  0.0000
H (6.20688, 0.37333, -2.11675)  0.0011
H (5.92811, 1.82602, -2.66013)  -0.0001
H (4.81807, 0.52841, -3.04761)  0.0019
C (-2.53936, -7.21674, 0.92464)  0.0042
C (-3.24291, -5.89710, 1.08969)  0.0190
C (-2.40831, -4.89950, 0.24515)  -0.0006
C (-3.14958, -3.59590, -0.01398)  -0.0002
C (-4.43853, -3.99286, -0.81520)  -0.0003
C (-5.35215, -4.83991, 0.00451)  0.0202
N (-4.64732, -5.98300, 0.56431)  0.2917
O (-5.54727, -6.77147, 1.47652)  0.6315
C (-6.17972, -3.91437, 0.99461)  0.0129
C (-6.34156, -5.33630, -1.07245)  0.0066
C (-3.10317, -5.53452, 2.58417)  0.0117
H (-1.47275, -7.34850, 1.10660)  -0.0002
H (-2.67413, -7.68318, -0.05125)  0.0001
H (-3.11153, -7.90370, 1.54818)  -0.0007
H (-1.61447, -4.37944, 0.78130)  -0.0002
H (-1.96178, -5.29210, -0.66840)  0.0001
H (-2.54406, -3.01332, -0.70827)  -0.0001
H (-3.34459, -3.05744, 0.91345)  0.0000
H (-4.16458, -4.60394, -1.67522)  0.0005
H (-4.91404, -3.10139, -1.22420)  -0.0004
H (-6.56150, -3.07220, 0.41746)  0.0007
H (-7.06571, -4.44816, 1.33843)  0.0016
H (-5.62597, -3.59800, 1.87855)  0.0003
H (-6.80662, -4.50233, -1.59810)  0.0000
H (-5.78735, -6.00187, -1.73424)  0.0002
H (-7.09455, -5.90049, -0.52218)  -0.0005
H (-3.65154, -6.31339, 3.11405)  0.0013
H (-3.51209, -4.54745, 2.79996)  0.0000
H (-2.06962, -5.49967, 2.92867)  0.0006
Cl (-3.08942, 4.44895, -2.37796)  0.0000
C (-3.40356, 3.13103, -1.40566)  0.0000
C (-4.12259, 3.54552, -0.03655)  0.0000
Cl (-5.45990, 4.74497, -0.35007)  0.0000
H (-2.52260, 2.53139, -1.17667)  0.0000
H (-3.95051, 2.47332, -2.08122)  0.0000
H (-3.27959, 4.07756, 0.40435)  0.0000
H (-4.32384, 2.73805, 0.66743)  0.0000
C (0.65538, 9.04942, 1.14827)  0.0000
Cl (0.21286, 7.44200, 1.85294)  0.0000
Cl (0.42218, 9.00542, -0.68912)  0.0000
Cl (2.36465, 9.40422, 1.54359)  0.0000
H (0.02018, 9.73806, 1.70539)  0.0000

***

Below is a cluster of 2 separate species, C2H9N2 in total at a distorted geometry, with properties calculated with wB97M-V/def2-TZVPD.

Output
Total charge: +1
Kohn-Sham gap, eV: 10.64
Maximum force, Eh/bohr: 0.0411
Total energy, hartree: -190.83281

Each line ends with the natural charge from an NBO analysis.
CARTESIAN COORDINATES (ANGSTROEM)
N (-0.90745, 1.27669, 1.47161)  -1.0774
H (-1.43284, 0.90264, 2.26671)  0.3936
H (-1.60222, 1.87396, 1.02553)  0.3997
H (-0.20599, 1.81866, 1.96936)  0.3961
H (-0.14234, 0.22850, 0.43457)  0.4568
C (0.89981, 0.03367, -1.49545)  -0.4392
C (0.00970, -1.69389, -0.04717)  0.1325
N (0.09381, -0.46352, -0.36975)  -0.4226
H (0.76274, 1.10709, -1.52255)  0.2395
H (0.51803, -0.34590, -2.44159)  0.2404
H (1.93351, -0.28430, -1.42981)  0.2462
H (0.01338, -2.42643, -0.84539)  0.2087
H (0.05988, -2.02717, 0.98392)  0.2258

***

Below is a structure of composition C5H10N2O2 at a distorted geometry, with properties calculated with wB97M-V/def2-TZVPD.

Output
Kohn-Sham gap, eV: 7.86
Maximum force, Eh/bohr: 0.0563
Total energy, hartree: -456.41081

Each line ends with the natural charge from an NBO analysis.
CARTESIAN COORDINATES (ANGSTROEM)
C (-0.06066, -1.96811, 0.47656)  -0.6742
C (0.65661, 0.64526, -0.38328)  0.1658
C (-0.73632, 0.49975, 0.28276)  -0.1849
C (-0.24949, -0.57631, 0.99245)  0.4600
N (-1.23727, 1.60535, 1.03794)  -0.8965
N (0.03751, -0.38352, -2.46289)  -0.8250
C (0.92599, 0.29425, -1.65491)  -0.0537
O (1.56132, 1.46566, 0.28845)  -0.7036
O (-0.09196, -0.50010, 2.36152)  -0.6976
H (1.53233, 1.24610, 1.22796)  0.4683
H (-0.50395, 0.32090, 2.66626)  0.5034
H (-0.66179, 2.43872, 0.96651)  0.3771
H (-2.18554, 1.83067, 0.76542)  0.3827
H (-0.91254, -0.35996, -2.09786)  0.3851
H (0.11002, -0.18980, -3.45062)  0.3777
H (1.86248, 0.59372, -2.10410)  0.2008
H (-0.87924, -2.58551, 0.84916)  0.2385
H (-0.04098, -1.98587, -0.60787)  0.2503
H (0.87350, -2.39121, 0.84654)  0.2258